Computed, not measured: a single C7H10N2 molecule in a non-equilibrium geometry, with ωB97M-V/def2-TZVPD.

Each line ends with the Mulliken charge.
Geometry (Å):
C (1.68369, 1.03642, 1.05330)  -1.190
C (1.08443, -0.18292, 0.23325)  0.424
C (0.08193, -1.01915, 1.12002)  -0.946
C (-1.31321, -0.61081, 0.71445)  -0.478
C (-1.10292, -0.13182, -0.71100)  0.654
N (-2.10978, -0.03842, -1.66726)  -0.514
C (0.23636, 0.20316, -0.92795)  -0.409
C (0.84977, 0.52714, -2.15535)  -0.117
N (1.38869, 0.70913, -3.19958)  -0.551
H (2.38984, 0.62500, 1.91448)  0.292
H (2.21978, 1.82032, 0.49663)  0.340
H (0.79996, 1.48920, 1.49260)  0.306
H (1.90912, -0.86241, 0.08327)  0.391
H (0.35700, -0.98160, 2.18920)  0.339
H (0.21731, -2.10139, 0.94084)  0.336
H (-1.57739, 0.39246, 1.19571)  0.236
H (-2.09374, -1.38083, 0.86560)  0.409
H (-3.08704, -0.13051, -1.26605)  0.239
H (-1.93379, 0.63703, -2.37216)  0.239

Results
ΔE to the lowest compared entry with this formula, charge and spin = 1.1778 eV
LUMO = 0.6 eV
Highest occupied orbital energy = -8.30 eV
SMILES = C[C@H]1CCC(N)=C1C#N
HOMO-LUMO gap = 0.328 hartree

Computed, not measured: a molecular structure, C7H10N2 in a non-equilibrium geometry, with ωB97M-V/def2-TZVPD.

Each line ends with the Mulliken charge.
Geometry (Å):
C (-1.01142, -0.80801, -0.51397)  -0.940
C (-0.76133, -0.99658, 0.95515)  0.095
C (0.28755, -0.44987, 0.01336)  0.604
C (-2.04269, 0.14225, 0.05548)  0.420
C (1.59640, -1.06342, -0.53106)  -1.015
C (1.34352, 0.48624, -0.42575)  0.130
C (2.07004, 1.10609, 0.83813)  -1.208
N (-1.83423, -0.00915, 1.33419)  -0.774
N (-2.77474, 0.94927, -0.70836)  -0.445
H (-1.33493, -1.46669, -1.33368)  0.423
H (-0.71093, -1.87340, 1.70656)  0.318
H (2.22535, -1.50477, 0.18320)  0.242
H (1.59839, -1.56645, -1.40603)  0.332
H (1.04822, 1.06704, -1.23189)  0.426
H (2.50427, 0.35596, 1.38217)  0.307
H (1.25657, 1.70362, 1.27530)  0.282
H (2.95712, 1.73574, 0.55905)  0.337
H (-2.84601, 0.59607, -1.63621)  0.219
H (-3.57115, 1.59604, -0.51563)  0.247

Results
ΔE to the lowest compared entry with this formula, charge and spin = 4.8883 eV
LUMO = 0.9 eV
Highest occupied orbital energy = -8.28 eV
HOMO-LUMO gap = 0.338 hartree

Computed, not measured: a molecular structure, C7H10N2O in a non-equilibrium geometry, with ωB97M-V/def2-TZVPD.

Each line ends with the Mulliken charge.
Geometry (Å):
N (-2.28056, -0.13856, 0.68458)  -0.711
C (-1.35025, -0.02550, -0.42621)  0.139
C (-1.51014, 1.27061, -1.11027)  -0.996
C (-1.62854, 2.33857, -1.66611)  0.071
C (0.12555, -0.27636, -0.07630)  0.862
C (0.58388, -1.72036, -0.01612)  -0.535
C (1.03092, -0.85191, -1.14398)  -0.843
C (0.71855, 0.68980, 0.84889)  0.227
N (0.54106, 1.36497, 1.83618)  -0.737
H (-2.23868, -1.07582, 1.07562)  0.294
H (-2.02826, 0.51458, 1.42282)  0.322
H (-1.61345, -0.80538, -1.15859)  0.457
H (-1.79314, 3.30373, -2.11135)  0.439
H (1.31141, -1.98782, 0.74957)  0.277
H (-0.18306, -2.47253, -0.20640)  0.272
H (0.56873, -0.98453, -2.12299)  0.252
H (2.07345, -0.53282, -1.16522)  0.195
O (2.59915, 0.20285, 1.55721)  -0.768
H (3.09113, 0.18104, 0.73066)  0.285
H (1.98224, 1.00542, 2.29800)  0.495

Results
ΔE to the lowest compared entry with this formula, charge and spin = 6.6042 eV
LUMO = 0.7 eV
Highest occupied orbital energy = -9.57 eV
HOMO-LUMO gap = 0.377 hartree

Computed, not measured: a molecular structure, C7H10N2O in a non-equilibrium geometry, with ωB97M-V/def2-TZVPD.

Each line ends with the Mulliken charge.
Geometry (Å):
C (1.46800, 1.36458, 0.34257)  -1.503
C (0.30681, 0.44939, -0.03073)  1.274
C (-0.83552, 0.70593, 0.87221)  -0.016
N (-1.78626, 1.34800, 1.21288)  -0.788
C (-0.01495, 0.31083, -1.56821)  -0.206
N (1.18924, -0.56698, -1.62069)  -0.623
C (0.66355, -1.06292, -0.31737)  -0.148
C (-0.71619, -1.62817, -0.69240)  -0.627
C (-1.17658, -0.69681, -1.53881)  -0.598
H (2.36500, 1.07646, -0.21434)  0.449
H (1.22085, 2.40829, 0.10653)  0.332
H (1.67912, 1.29284, 1.41809)  0.367
H (-0.05853, 1.18406, -2.22786)  0.528
H (1.12340, -1.27090, -2.35516)  0.297
H (1.33366, -1.62884, 0.33885)  0.520
H (-1.17999, -2.53682, -0.31487)  0.392
H (-2.12726, -0.61944, -2.06130)  0.399
O (-1.23318, -0.32769, 2.92492)  -0.776
H (-1.94424, 0.59487, 2.71269)  0.430
H (-0.27692, -0.39670, 3.01298)  0.298

Results
ΔE to the lowest compared entry with this formula, charge and spin = 5.4981 eV
LUMO = 0.8 eV
Highest occupied orbital energy = -9.26 eV
HOMO-LUMO gap = 0.368 hartree

Computed, not measured: a single C7H10N2O molecule in a non-equilibrium geometry, with ωB97M-V/def2-TZVPD.

Each line ends with the Mulliken charge.
Geometry (Å):
C (2.44774, 0.42704, -0.23871)  0.244
C (-2.00687, 0.50604, -1.15048)  0.069
C (1.15203, 0.72891, -0.10635)  -0.064
C (0.16036, -0.41041, -0.23350)  1.643
C (0.54087, 2.13521, 0.01424)  -1.189
C (0.93271, -1.72669, -0.56013)  -1.597
C (-0.59295, -0.58198, 1.10683)  -1.668
N (3.52583, 0.12508, -0.60322)  -0.515
N (-2.69838, 0.90215, -0.23609)  -0.488
O (-0.78634, -0.20282, -1.34822)  -0.364
H (-2.38874, 0.53514, -2.17034)  0.410
H (1.40548, 2.77744, -0.21190)  0.392
H (0.35329, 2.18624, 1.13888)  0.259
H (-0.30601, 2.05685, -0.58342)  0.442
H (1.00149, -2.12070, -1.56381)  0.386
H (0.50718, -2.61847, -0.12551)  0.325
H (1.92629, -1.67019, -0.14695)  0.387
H (0.19909, -0.30240, 1.79762)  0.450
H (-0.86936, -1.61680, 1.23800)  0.366
H (-1.42496, 0.01654, 1.07131)  0.512

Results
ΔE to the lowest compared entry with this formula, charge and spin = 5.8312 eV
LUMO (alpha / beta) = -1.2 / -1.4 eV
Highest occupied orbital energy (alpha / beta) = -10.49 / -8.87 eV
HOMO-LUMO gap (alpha / beta) = 0.343 / 0.274 hartree

Computed, not measured: a single C7H10N2O2 molecule in a non-equilibrium geometry, with ωB97M-V/def2-TZVPD.

Each line ends with the Mulliken charge.
Geometry (Å):
C (2.79687, -0.76805, 0.66032)  -1.324
C (1.65650, -0.25397, -0.15758)  1.028
O (1.61492, -0.79234, -1.34764)  -0.534
O (1.80050, 1.20255, -0.13124)  -0.550
N (0.22039, -0.62901, 0.59278)  -0.450
C (-1.03242, -0.06546, 0.31907)  0.849
C (-1.30211, 0.48669, -0.89814)  -0.352
C (-2.60427, 1.05029, -1.08964)  -0.668
C (-3.50455, 1.03836, -0.06553)  -0.434
C (-3.02119, 0.43659, 1.13166)  -0.289
N (-1.92234, -0.17043, 1.28660)  -0.554
H (3.43750, -1.47854, 0.16919)  0.300
H (2.35214, -1.23741, 1.42966)  0.358
H (3.31434, 0.25497, 0.95101)  0.286
H (0.69457, -0.84764, -1.76508)  0.387
H (1.05482, 1.54941, -0.61189)  0.355
H (0.24191, -0.56606, 1.59228)  0.269
H (-0.73778, 0.49614, -1.79464)  0.278
H (-2.88893, 1.59837, -2.05789)  0.270
H (-4.43444, 1.56967, -0.03058)  0.388
H (-3.71468, 0.36153, 1.93161)  0.387

Results
ΔE to the lowest compared entry with this formula, charge and spin = 2.1973 eV
LUMO = 0.7 eV
Highest occupied orbital energy = -8.51 eV
SMILES = CC(O)(O)Nc1ccccn1
HOMO-LUMO gap = 0.338 hartree

Computed, not measured: a single C7H10N2O4 molecule in a non-equilibrium geometry, with ωB97M-V/def2-TZVPD.

Each line ends with the Mulliken charge.
Geometry (Å):
C (-2.54170, 0.20975, 1.64985)  -1.275
C (-1.04083, 0.03088, 1.37695)  0.294
C (-0.87032, -1.28522, 0.41731)  -1.331
C (0.34424, -1.50546, -0.50035)  0.312
O (1.46568, -1.83910, 0.29011)  -0.624
C (0.59532, -0.18170, -1.20219)  0.244
N (1.82771, 0.16659, -1.72554)  -0.153
C (2.17687, 1.49150, -1.39868)  0.008
O (3.19634, 2.01530, -1.82170)  -0.617
N (1.11042, 2.04348, -0.70086)  -0.219
C (0.11728, 1.04603, -0.45352)  0.923
O (-0.59312, 1.21451, 0.74901)  -0.421
O (-0.50567, 0.60806, -1.64106)  -0.579
H (-2.95440, -0.65152, 2.16045)  0.375
H (-2.99704, 0.38329, 0.64809)  0.328
H (-2.60657, 1.12091, 2.36876)  0.301
H (-0.40114, -0.14153, 2.26263)  0.351
H (-1.70714, -1.16772, -0.22811)  0.456
H (-0.70342, -2.09077, 1.16561)  0.426
H (0.24418, -2.42148, -1.06567)  0.339
H (2.40492, -1.49928, 0.17963)  0.336
H (2.29618, -0.25180, -2.51658)  0.257
H (1.14221, 2.70529, -0.01413)  0.269

Results
ΔE to the lowest compared entry with this formula, charge and spin = 1.5085 eV
LUMO = 0.6 eV
Highest occupied orbital energy = -9.73 eV
SMILES = C[C@H]1C[C@H](O)[C@]23NC(=O)N[C@@]2(O1)O3
HOMO-LUMO gap = 0.380 hartree

Computed, not measured: a single C7H10N2O4 molecule in a non-equilibrium geometry, with ωB97M-V/def2-TZVPD.

Each line ends with the Mulliken charge.
Geometry (Å):
O (-2.01290, 2.42444, -1.11919)  -0.717
O (-0.43004, 3.99001, -0.79948)  -0.667
N (0.03021, -1.54687, -1.57396)  -0.673
O (1.52521, 1.37998, -2.72298)  -0.498
O (0.93598, -0.83884, -2.57430)  -0.208
C (-0.83026, 2.78955, -0.71246)  0.475
C (1.03774, 0.33486, -2.06640)  0.768
C (0.41455, 0.47920, -0.85158)  0.464
N (0.04429, -0.87578, -0.52243)  0.968
C (0.25360, 1.77460, -0.18994)  -1.207
C (0.44163, -2.49084, 1.22935)  -1.335
C (-0.83324, -0.59013, 1.89918)  -1.744
C (-0.57132, -1.48691, 0.69000)  0.691
H (0.82278, 1.99506, -2.65629)  0.360
H (1.27744, 2.27024, -0.20490)  0.326
H (-0.02357, 1.74857, 0.77269)  0.344
H (0.34227, -2.61495, 2.34004)  0.364
H (0.27482, -3.42948, 0.79183)  0.408
H (1.48224, -2.14549, 1.03902)  0.353
H (-1.54070, 0.23201, 1.76178)  0.395
H (-1.26118, -1.22811, 2.62795)  0.513
H (0.14299, -0.13998, 2.26559)  0.386
H (-1.52253, -2.03114, 0.57648)  0.235

Results
ΔE to the lowest compared entry with this formula, charge and spin = 5.8048 eV
LUMO = -2.0 eV
Highest occupied orbital energy = -7.96 eV
HOMO-LUMO gap = 0.220 hartree

Computed, not measured: a molecular structure, C7H10N2O4SY in a non-equilibrium geometry, with ωB97M-V/def2-TZVPD.

Each line ends with the Mulliken charge.
Geometry (Å):
Y (0.00000, 0.00000, 0.00000)  1.272
O (-0.00350, 3.05660, 0.08730)  0.058
C (-0.00220, 1.90630, 0.03430)  -0.042
C (0.00230, -1.90640, 0.03440)  -0.030
O (0.00370, -3.05660, 0.08780)  0.053
C (1.90880, 0.00220, -0.00420)  -0.185
O (3.05970, 0.00360, 0.03000)  0.064
C (-1.90860, -0.00220, -0.00320)  -0.127
O (-3.05960, -0.00330, 0.03180)  0.078
H (-0.00070, 0.40320, -1.74090)  0.325
H (0.00010, -0.40340, -1.74090)  0.315
C (2.03310, 1.24100, 5.10700)  -0.975
N (1.64120, 0.66060, 3.83900)  -0.127
C (0.28940, 0.52060, 3.39150)  0.754
S (-0.08700, -0.84170, 2.58730)  -0.168
N (-0.78190, 1.37720, 3.80190)  -0.159
C (-0.63030, 2.72480, 4.30740)  -0.984
H (1.16560, 1.54340, 5.72370)  0.409
H (2.71600, 2.09820, 4.93700)  0.388
H (2.57000, 0.46970, 5.70100)  0.340
H (2.37720, 0.14480, 3.33370)  0.311
H (-1.74920, 1.05150, 3.65410)  0.308
H (-1.19710, 3.42070, 3.65540)  0.327
H (-1.04380, 2.78420, 5.33690)  0.379
H (0.42060, 3.06780, 4.29600)  0.416

Results
ΔE to the lowest compared entry with this formula, charge and spin = 16.1039 eV
LUMO (alpha / beta) = -15.4 / -16.2 eV
Highest occupied orbital energy (alpha / beta) = -21.20 / -20.59 eV
HOMO-LUMO gap (alpha / beta) = 0.214 / 0.160 hartree
Net charge = +3

Computed, not measured: a gas-phase ion, C7H10N3O (charge +1) in a non-equilibrium geometry, with ωB97M-V/def2-TZVPD.

Each line ends with the Mulliken charge.
Geometry (Å):
N (2.67760, -0.26972, -0.80559)  -0.703
C (1.94272, -0.32991, 0.43076)  -0.017
C (0.73795, -1.35614, 0.48918)  -0.851
C (-0.53859, -0.49083, 0.22720)  0.683
C (-0.20510, 0.92921, 0.22577)  -0.067
C (-1.31221, 1.88409, -0.01041)  -0.479
N (-2.45393, 1.42998, -0.23086)  -0.454
C (-2.86206, 0.08455, -0.43259)  -0.711
C (-1.94153, -1.00013, 0.02091)  0.383
O (-2.24604, -2.16517, 0.11223)  -0.523
N (1.24274, 1.07242, 0.48336)  -0.033
H (2.11343, -0.35327, -1.60730)  0.196
H (3.38415, -0.96858, -0.84167)  0.279
H (2.68343, -0.50758, 1.23128)  0.452
H (0.85858, -1.86812, 1.46904)  0.327
H (0.77343, -2.03535, -0.27683)  0.379
H (-1.24218, 2.87387, 0.29846)  0.461
H (-2.98042, 0.06475, -1.55708)  0.329
H (-3.82623, -0.15506, -0.21610)  0.485
H (1.70438, 1.42747, -0.34830)  0.423
H (1.48987, 1.73350, 1.33853)  0.441

Results
ΔE to the lowest compared entry with this formula, charge and spin = 3.2910 eV
LUMO = -4.8 eV
Highest occupied orbital energy = -13.27 eV
SMILES = N[C@@H]1CC2=C(C=NCC2=O)[NH2+]1
HOMO-LUMO gap = 0.310 hartree
Net charge = +1